Entry 1:
11
Properties=species:S:1:pos:R:3:forces:R:3 method="wB97M-V/def2-TZVPD" charge=0 e_tot_ha=-699.5927 e_homo_ev=-7.9 homo_lumo_gap_ev=8.03 smiles="O=c1[nH]cc(S)[nH]1" mol_weight_g_mol=116.1
S 2.54410 -0.28126 -0.23967 -0.0205 -2.7743 2.3388
O -2.41897 -0.99101 -0.21174 1.9269 2.6799 0.6507
N -0.16094 -0.95222 -0.01579 -2.5172 -5.8835 -1.0019
N -1.13027 1.06367 -0.24197 -3.2422 0.2768 3.2688
C -1.36802 -0.29046 -0.10681 -3.6516 -4.0249 -1.5202
C 0.79058 -0.10842 -0.06460 4.2427 7.9738 0.6254
C 0.24327 1.22859 -0.01335 1.0143 -3.7351 -0.5444
H 2.83549 -1.37878 0.90222 -0.7778 2.4610 -2.4393
H 0.66145 2.18130 -0.15055 0.8632 0.7391 0.1029
H -0.07447 -2.02221 -0.26826 -0.4964 3.1980 0.8842
H -1.92222 1.55080 0.41052 2.6585 -0.9109 -2.3651

=====

Entry 2:
53
Properties=species:S:1:pos:R:3:forces:R:3 method="wB97M-V/def2-TZVPD" charge=0 e_tot_ha=-4305.3089 e_homo_ev=-9.3 homo_lumo_gap_ev=9.62 smiles="O=C(CN1C(=O)NC2(CCCC2)C1=O)N1CCN(S(=O)(=O)c2ccccc2Br)CC1" mol_weight_g_mol=499.4
Br -4.07518 0.86000 1.05073 -0.6542 0.1904 0.1352
S -1.32037 -0.67512 0.35329 -0.2297 0.1070 -0.4032
O -0.24149 -1.43671 -0.22178 -0.1889 -0.0172 -0.3069
O 3.86276 0.88766 1.46091 0.0361 0.1205 0.1884
O 2.76998 3.85628 0.17260 0.2323 0.2677 0.0836
O -1.52518 -0.78981 1.76056 -0.0419 0.2507 0.2205
O 3.37513 -0.20574 -2.93078 -0.0769 0.0841 -0.4145
N 1.26858 2.32901 -0.50667 -0.3090 -0.0171 0.1996
N 3.68249 0.68641 -0.81756 -0.0086 0.1704 -0.2630
N -1.20584 0.94808 -0.05535 -0.0173 -1.1412 0.2858
N 3.67276 -1.50384 -1.05180 -0.0387 -0.3145 0.0238
C 3.79704 0.21973 0.46308 0.0023 -0.3105 -0.0844
C -0.65972 1.13876 -1.38264 0.3416 0.0161 -0.5365
C -2.77095 -2.15274 -1.45918 0.1275 -0.1012 -0.0692
C -3.92752 -2.54317 -2.11376 0.0212 0.0266 0.0566
C -2.81830 -1.14232 -0.51602 0.4836 0.2076 0.2604
C 3.55441 -0.35756 -1.74866 0.0881 0.0259 -0.0514
C -4.01867 -0.52278 -0.22254 -0.2178 0.1956 0.0710
C 5.10295 -1.93057 0.93786 0.0932 0.0675 0.1721
C 2.52067 2.84049 -0.43951 0.1276 -0.0528 -0.2042
C 0.24277 2.89709 0.34809 -0.0934 0.0539 0.1410
C 2.66378 -1.93224 1.18955 -0.0687 -0.0726 -0.0596
C 3.80596 -1.30215 0.37268 -0.0174 -0.0917 0.3205
C 3.61344 2.07877 -1.19135 0.2074 0.2130 0.1199
C 0.86419 1.20648 -1.32984 -0.0119 -0.4124 -0.3686
C 3.21784 -3.28630 1.61823 0.0515 0.1610 0.1400
C -5.18351 -0.90910 -0.87076 0.1659 0.0731 0.1144
C -5.13017 -1.92057 -1.81466 0.0703 -0.0283 -0.0078
C 4.66048 -2.95428 1.99066 0.0101 -0.0930 -0.0487
C -0.58930 1.78787 0.97570 0.0304 0.1584 0.5926
H 2.65874 -3.71529 2.44701 -0.0534 -0.1058 -0.0249
H -1.81754 -2.61704 -1.65732 0.0687 -0.0894 -0.0824
H 5.74435 -1.16429 1.37077 0.0738 -0.0004 -0.0394
H 5.30556 -3.83121 2.00063 0.0524 -0.0065 0.0884
H -0.39912 3.57932 -0.22028 0.0461 0.0432 0.0998
H 4.68337 -2.49887 2.98048 0.0127 -0.0179 0.0645
H 3.44795 2.11017 -2.27254 0.0276 -0.0038 0.1232
H -6.11489 -0.41973 -0.63231 -0.0534 0.0426 0.0227
H -1.08461 2.04733 -1.81794 -0.0086 -0.1207 -0.0224
H 4.55970 2.57449 -0.95320 -0.2193 -0.0123 -0.0581
H 3.19108 -3.98883 0.78330 -0.0257 -0.1018 -0.0516
H 1.73790 -1.99604 0.61919 0.0824 0.1051 0.0582
H -3.89094 -3.33042 -2.85014 0.0155 -0.0710 -0.0614
H 1.20515 0.25534 -0.90448 -0.0342 0.1564 -0.1724
H 5.64595 -2.40934 0.12248 0.0012 0.0493 -0.0118
H -0.96439 0.28496 -1.99040 0.0675 0.1962 -0.1845
H -1.38833 2.21499 1.58801 0.1435 0.0109 0.0460
H -6.03569 -2.22295 -2.31788 -0.0828 -0.0248 -0.0522
H 2.49024 -1.30921 2.06892 -0.0025 0.0201 0.0457
H 0.75075 3.47339 1.12449 -0.1871 -0.0641 -0.0938
H 3.51979 -2.40607 -1.46756 -0.0275 0.1063 -0.1306
H 0.04317 1.16955 1.62057 0.0230 0.2256 0.0574
H 1.27357 1.30303 -2.33956 -0.0341 -0.0741 0.0719

=====

Entry 3:
71
Properties=species:S:1:pos:R:3:forces:R:3 method="wB97M-V/def2-TZVPD" charge=+3 e_tot_ha=-2821.0619 e_homo_ev="-16.2 / -16.7" s2=6.040 homo_lumo_gap_ev="7.82 / 5.13" spin_multiplicity=5 mol_weight_g_mol=660.9
Ir -0.24847 0.81984 0.07536 1.3321 -1.8737 -0.6866
S -1.31261 -1.10215 -2.00503 -0.8676 0.5345 -0.0363
S -1.25789 -1.46468 1.46041 0.1327 -0.1739 0.4179
P 1.61525 1.35637 1.31861 0.7021 0.6358 1.4161
P -2.12192 1.99169 0.53960 -0.2098 0.1760 0.0651
P 0.58579 1.27869 -2.04404 0.9038 2.1079 -1.1767
N -1.35858 -0.67827 4.09452 0.5626 -1.0153 -1.6165
N 0.32633 -2.05858 3.62832 -1.4699 0.1807 -1.0694
C -1.95105 3.64313 -0.26438 -0.2402 -0.1680 0.1340
C -3.53833 0.96238 0.01895 -0.3259 0.3885 -0.1580
C 1.97108 -3.64988 -0.29136 0.1559 0.0796 -0.0265
C -2.17195 -2.01474 -4.45296 0.1271 -0.6629 -0.3261
C -2.13144 -2.98615 -5.45550 -0.2016 0.6511 0.7216
C -0.10960 -3.92815 -4.47888 0.0902 0.3517 0.7088
C -1.17660 -2.01646 -3.42822 0.0418 -0.7129 0.3016
C 2.47229 -2.79073 0.62169 -0.3372 0.4779 -0.2289
C 1.93496 0.69315 3.01188 -0.3162 -0.2758 -0.0359
C 3.25700 1.20405 0.56654 0.4046 0.0404 -0.2619
C -1.11024 -3.94707 -5.46182 0.2388 0.1233 -0.0554
C 0.28369 -2.01798 5.09497 0.6458 -0.8353 -0.0626
C 1.82581 0.07553 -2.64908 0.2577 -0.5028 -0.2975
C -0.76063 -0.97458 5.39987 -0.6910 0.8553 0.4702
C 1.55885 2.86817 -2.04491 -0.1855 -0.1966 0.1107
C -0.15302 -2.99357 -3.44895 0.3895 -0.5429 -0.9245
C -0.74082 1.73441 -3.25748 -0.2269 -0.1850 -0.2572
C -2.10457 2.12702 2.36517 -0.3219 0.4228 0.2499
C 1.27664 3.14075 1.67520 0.0439 -0.1724 -0.2551
C -0.74942 -1.40516 3.12755 0.3116 0.1715 1.1645
H 0.77664 -2.81427 3.09369 -0.3595 0.5692 0.4551
H -3.24460 0.34233 -0.83718 -0.0993 0.2773 0.1260
H -0.67416 2.76510 -3.64677 0.3822 -0.3676 0.3589
H -1.72324 1.63192 -2.78137 0.2089 -0.0745 -0.0662
H 0.68677 -4.66221 -4.49332 -0.1026 -0.0225 -0.0384
H 1.52152 -0.46167 -3.54921 -0.2595 0.1714 -0.0203
H -3.00619 1.66998 2.78381 -0.0747 0.3482 -0.0561
H -1.70910 3.50785 -1.33127 -0.2169 -0.0191 0.4319
H 0.31345 3.23615 2.20291 0.4510 -0.0723 -0.1740
H -1.24632 1.58341 2.76675 -0.1977 0.2395 -0.1394
H -2.00810 3.16512 2.69167 -0.3342 -0.0316 0.0253
H 1.99435 -0.69633 -1.89675 -0.1309 0.0233 0.1439
H -1.07726 -4.70209 -6.24877 -0.0495 0.2007 0.2447
H 2.06763 3.55974 2.31161 -0.1100 -0.1252 -0.1725
H -2.86410 4.24535 -0.17199 0.1814 -0.1139 0.0203
H 1.27757 1.15799 3.76098 0.0801 -0.0451 -0.2950
H 2.80900 0.51369 -2.87439 -0.4508 0.2867 0.1144
H 2.52193 2.75745 -1.52963 -0.3577 -0.0014 -0.2420
H -0.32404 -0.06991 5.82309 -0.0800 -0.0219 0.0442
H -2.25269 -0.20889 3.94066 0.5457 -0.4109 0.1724
H 0.56189 -2.98991 -2.62789 -0.0794 -0.1223 -0.3210
H 2.97757 0.88260 3.29897 -0.2862 0.1336 -0.1518
H -1.54361 -1.33693 6.05492 0.0272 -0.0317 0.2892
H -2.92081 -3.02776 -6.20293 0.2154 0.1127 0.1126
H 1.85065 -2.41157 1.46843 0.9580 -1.2622 -0.0632
H 4.01102 0.99577 1.32835 -0.1510 0.0718 0.0483
H -1.11208 4.18277 0.21038 -0.4042 -0.2740 -0.0935
H -3.82977 0.28543 0.83159 0.1538 0.2636 -0.0856
H -4.39485 1.58629 -0.25978 0.0564 -0.1125 0.0783
H 0.00793 -3.01127 5.43006 -0.0142 -0.0949 0.3368
H 1.22971 3.70558 0.73479 0.0742 -0.0724 0.2949
H 1.77199 -0.39013 3.04548 0.1551 0.3201 -0.1055
H 3.48052 -2.32860 0.53419 -1.1181 0.2716 -0.5323
H 1.74598 3.19738 -3.08009 -0.0744 -0.1795 0.3582
H 2.22239 -3.56759 -1.36414 0.9672 -0.7059 0.8293
H 1.25026 -1.75372 5.50740 0.1569 -0.0545 0.0132
H -2.96891 -1.28932 -4.40998 -0.1023 0.0614 -0.0564
H -0.69103 0.20304 1.55381 -0.0559 -0.0387 0.1031
H 3.28302 0.37180 -0.13522 -0.0524 0.0115 -0.0694
H 3.56909 2.11516 0.05145 -0.1281 -0.0969 0.0596
H 0.97049 3.63929 -1.52777 0.1520 -0.1054 -0.2537
H 1.32709 -4.51592 -0.04838 -0.5263 1.2344 -0.0799
H -0.74814 1.06990 -4.12419 0.1037 -0.0197 0.0704

=====

Entry 4:
10
Properties=species:S:1:pos:R:3:forces:R:3 method="wB97M-V/def2-TZVPD" charge=+1 e_tot_ha=-263.4609 e_homo_ev="-8.7 / -11.3" s2=0.756 homo_lumo_gap_ev="4.74 / 7.37" spin_multiplicity=2 mol_weight_g_mol=205.8
Cs -3.23994 -3.66344 -0.20296 0.2106 0.2574 -0.0452
O 1.18907 0.81829 1.33975 -0.4967 -0.6569 -3.1253
O -0.62601 -0.80433 0.20375 -0.5125 -0.2662 0.2034
C 0.75485 1.07106 -0.34837 0.1925 1.1546 3.3232
C -0.05024 -0.06252 -0.76561 -0.3162 -0.9382 0.1969
Li -0.59774 0.43715 1.74078 0.6500 0.1838 -0.5602
Li 1.26060 -1.00632 0.94374 -0.1187 0.7727 -0.3019
H 0.22818 1.99319 -0.03673 -0.2041 -0.1746 -0.5957
H 1.51038 1.38584 -1.08414 0.2457 -0.3615 0.6526
H -0.42915 -0.16892 -1.79020 0.3494 0.0289 0.2521

=====

Entry 5:
89
Properties=species:S:1:pos:R:3:forces:R:3 method="wB97M-V/def2-TZVPD" charge=0 e_tot_ha=-1380.7219 e_homo_ev=-9.8 homo_lumo_gap_ev=10.39 smiles="CC(N)=O.CCCCCC.CCCCCC.CCCCCC.OCCO.OCCO" mol_weight_g_mol=441.7
O -5.75136 2.20313 -5.86801 0.1427 0.4057 0.3729
O -2.65399 2.58814 -6.13842 0.3608 0.1901 0.2015
O 2.40199 5.61852 -0.63796 -0.2032 0.4126 0.1645
O 2.46057 3.79781 -2.78653 -0.5294 -0.1287 0.2403
O 4.72020 2.22213 -4.54707 -0.3440 -0.0031 -0.3946
N 2.91391 0.94632 -4.98828 0.2822 0.2619 -1.0772
C -1.23292 0.00800 -1.75735 0.5459 0.8196 -0.4398
C -1.40284 -2.66190 3.41317 0.3300 -0.1009 0.7445
C -0.49254 -0.68916 0.59533 0.6292 -0.2718 -0.7248
C -3.38734 -3.11141 1.80266 0.2472 0.9583 -0.3574
C -0.81615 3.08689 -2.62086 0.0775 -0.0901 0.3310
C -6.19215 -2.92630 4.50296 0.0514 0.3068 0.5652
C -3.46982 1.45118 -5.97601 -0.9524 0.0414 0.0962
C 1.48034 -0.56743 4.46540 0.7809 0.2252 -0.7203
C 3.88895 -2.50565 4.55181 0.2235 -0.3291 0.0539
C -4.65531 -3.50401 2.59949 1.2656 0.4492 -1.3575
C -4.96501 -2.48032 3.66878 -1.2077 -0.6288 1.3773
C 2.51617 -2.83687 5.15530 0.5612 0.7596 -0.6273
C 4.18979 1.88695 -6.85338 -0.3524 -0.3047 -0.2312
C 3.96062 1.72545 -5.37015 0.8776 -0.3927 0.9728
C 3.54229 3.83770 -1.84122 -1.2428 0.9110 -0.2970
C 5.24405 -0.47776 5.39826 -0.2321 -0.4659 0.4925
C 2.97917 4.35418 -0.51674 0.9297 -0.8799 -0.1296
C -2.02845 -3.59808 2.39134 -1.6127 0.8326 -0.3290
C -4.80240 1.58745 -6.71072 0.2838 -0.7050 -1.1694
C -0.13550 0.03908 -0.71132 1.1966 -0.5319 0.5022
C -0.04939 1.86468 -3.11399 -0.2089 -0.3193 -0.3135
C -0.79359 0.52113 -3.13200 -0.1840 0.6603 -0.1656
C 1.64247 -1.63867 5.52250 0.1799 -0.0507 1.3531
C 4.93717 -1.97457 5.54562 0.6072 -0.2925 -0.1430
H 3.82239 -1.81683 3.70557 -0.1552 0.0092 0.0180
H -3.40736 -2.01682 1.69876 0.2563 0.0186 0.2463
H -4.62959 2.15405 -7.63728 -0.0651 0.2562 0.2030
H 2.33318 3.60008 -0.05696 -0.3625 0.1117 -0.0718
H 0.85323 1.75796 -2.51155 0.0668 0.0895 0.0064
H -0.15164 3.93736 -2.77244 -0.1858 0.1777 0.1490
H 4.70319 1.05561 -7.34340 0.2468 -0.1813 0.6108
H 3.91709 2.81667 -1.74932 0.6146 0.3316 0.0188
H -1.05859 3.01899 -1.55623 0.1271 0.0093 0.0249
H 2.25360 0.21039 4.44594 0.3582 -0.3984 0.3855
H 0.30263 2.08615 -4.12484 -0.0052 -0.0722 -0.0308
H -2.33278 -4.55970 2.80826 0.9179 -0.2784 0.0742
H 2.30634 0.63864 -5.72544 -0.3325 -0.2684 0.4038
H 4.71243 -2.30481 6.56602 -0.4030 0.5192 0.0747
H 1.95684 -3.43375 4.42872 0.1050 -0.3119 0.2079
H -4.44306 -4.51175 2.96518 -0.4911 0.0426 0.4741
H -6.98402 -3.36991 3.89890 0.1370 -0.1268 -0.1259
H -5.21880 -1.47791 3.32389 0.3622 -0.1074 -0.6967
H -0.17949 -0.21369 -3.66388 0.1098 -0.1042 0.2416
H 4.82005 2.76328 -6.96669 -0.3360 0.1843 -0.3308
H -1.34747 -3.68805 1.54806 0.1263 -0.4275 0.1027
H -3.79791 1.23957 -4.95014 0.5300 0.2535 0.2613
H 2.70840 4.18922 -3.62427 0.3360 -0.0526 -0.0120
H -3.12743 3.39770 -5.92440 -0.1852 -0.1270 0.1341
H 5.33588 -0.23599 4.34039 0.0003 0.1109 -0.0117
H 2.75467 -3.38592 6.06765 -0.5035 -0.3972 -0.0925
H -1.50982 -1.60138 3.18103 0.0358 -0.0814 -0.3898
H 0.81721 -0.36350 -1.09014 -0.3187 -0.5251 -0.2213
H 1.62224 -1.07950 3.50672 -0.6718 0.3655 -0.2385
H 3.84694 4.44811 0.14329 -0.1342 0.1471 0.1298
H -1.34188 -0.21050 1.07638 -0.0392 -0.1848 0.2195
H -1.79361 -2.75066 4.43119 -0.2150 -0.2589 -0.1194
H -6.63893 1.92071 -6.08813 -0.0502 -0.0360 -0.1549
H -4.12767 -2.36850 4.36003 0.1184 0.0461 -0.1253
H -0.33636 -2.88077 3.50490 0.0407 0.1235 -0.0156
H 4.21437 4.63031 -2.18202 0.6209 -0.6617 0.0432
H -0.68312 -1.74383 0.38033 -0.5504 0.0912 -0.0561
H 0.23258 1.04352 -0.47719 -0.7350 0.2914 -0.0065
H -1.62317 -0.98901 -1.96810 -0.2062 -0.0672 0.6941
H -6.66447 -2.09531 5.03676 0.1513 0.1401 -0.1614
H 0.58636 0.05271 4.51546 -0.4245 -0.6082 -0.0726
H -2.00219 0.69478 -1.39062 -0.4117 -0.4125 -0.0854
H -2.84941 0.61978 -6.29835 -0.2112 -0.1435 -0.2879
H -5.91687 -3.61480 5.30530 0.0202 -0.2877 -0.2697
H -5.17907 0.62182 -7.07228 0.1619 -0.1397 0.3571
H -3.41833 -3.39529 0.74576 -0.2937 -0.5826 0.1756
H 4.45546 0.13015 5.84363 0.0130 0.1292 -0.1153
H -5.46969 -3.57132 1.87550 -0.2289 -0.0619 0.2181
H 0.68572 -2.08065 5.81714 -0.1496 0.3306 -0.0793
H 2.06548 -1.22794 6.44893 -0.1817 0.2124 -0.0725
H -1.76417 3.28180 -3.12553 0.0970 -0.1939 -0.2878
H 0.37277 -0.76166 1.25748 -0.1199 0.5248 0.2167
H 1.65779 5.57572 -1.24670 0.0532 -0.2125 -0.1019
H -1.70133 0.61606 -3.73807 0.0539 0.0864 -0.0808
H 6.18822 -0.23750 5.88703 -0.0409 0.1305 0.0344
H 5.88409 -2.50766 5.39908 -0.0480 0.0459 -0.4118
H 2.72982 0.77673 -4.01815 -0.1548 0.0871 0.0898
H 4.27468 -3.44051 4.13471 -0.0321 0.0207 -0.0523
H 3.23564 1.89092 -7.38847 0.0784 0.6852 -0.0278